Formula: C3H5N3O
Source: the Open Molecules 2025 dataset
Level of theory: ωB97M-V with the def2-TZVPD basis set

```
12
Properties=species:S:1:pos:R:3
N 2.18 0.76 -0.20
C 0.92 -0.20 -0.17
C 0.25 -1.48 -0.07
N -1.13 -1.16 0.10
C -1.19 0.18 0.13
O -2.28 0.95 0.20
N -0.05 0.73 0.02
H 2.68 1.47 -0.77
H 2.02 1.24 0.65
H 0.43 -2.57 -0.05
H -1.96 -1.75 0.10
H -1.86 1.82 0.06
```

The LUMO energy is 0.77 eV. As for the energy above the lowest of the compared OMol25 structures with the same formula, charge and spin: 77.1 kcal per mole. As for the spin multiplicity: 1.

Formula: C20H19ClFN4O4Pd
Source: the Open Molecules 2025 dataset
Level of theory: ωB97M-V with the def2-TZVPD basis set

```
50
Properties=species:S:1:pos:R:3
Pd 0.29 0.14 0.65
C 3.00 6.69 -1.32
C 1.97 6.85 -0.20
C 0.96 7.92 -0.58
C -0.19 7.98 0.41
C -0.87 6.64 0.46
C -2.22 6.52 0.65
C -2.81 5.25 0.72
F -4.13 5.18 0.91
C -2.08 4.11 0.62
C -0.69 4.21 0.42
C 0.12 3.00 0.38
O -0.52 1.89 0.38
C 1.51 3.17 0.32
C 2.01 4.44 0.15
N 1.28 5.55 0.10
C -0.09 5.47 0.31
C 2.55 2.08 0.39
O 3.71 2.36 0.17
O 2.16 0.90 0.79
H 3.37 7.67 -1.59
H 2.53 6.25 -2.20
H 3.85 6.08 -1.04
H 2.48 7.15 0.72
H 0.58 7.71 -1.58
H 1.48 8.87 -0.62
H -0.91 8.75 0.13
H 0.18 8.23 1.40
H -2.85 7.39 0.76
H -2.55 3.14 0.68
H 3.08 4.53 0.02
Cl -2.03 -3.56 4.32
C -1.95 -1.93 3.80
C -2.40 -0.89 4.60
C -2.31 0.40 4.12
C -1.76 0.61 2.86
N -1.32 -0.39 2.10
C -1.42 -1.64 2.55
H -2.81 -1.10 5.58
H -2.66 1.24 4.70
H -1.68 1.61 2.45
H -1.07 -2.43 1.90
N 2.88 -1.51 1.88
C 1.94 -2.25 1.32
N 2.02 -3.59 1.40
O 0.94 -1.76 0.72
H 3.71 -1.93 2.27
H 2.90 -0.52 1.64
H 2.83 -4.06 1.77
H 1.31 -4.13 0.94
```

The LUMO energy is -3.34 eV. As for the energy above the lowest of the compared OMol25 structures with the same formula, charge and spin: 22.5 kcal per mole. As for the charge: +1. As for the spin multiplicity: 1.

Formula: C6H12P
Source: the Open Molecules 2025 dataset
Level of theory: ωB97M-V with the def2-TZVPD basis set

```
19
Properties=species:S:1:pos:R:3
C -0.35 0.93 -1.52
C -0.93 0.07 -0.67
C 0.80 1.88 -1.35
C 1.77 1.79 -0.28
C -1.78 -1.22 1.83
C 0.79 -1.83 0.43
P -0.28 -0.41 0.95
H -0.99 1.27 -2.36
H -2.04 -0.23 -0.80
H 1.45 1.65 -2.12
H 0.46 2.83 -1.39
H 2.14 0.91 0.17
H 2.25 2.59 0.25
H -1.58 -1.24 2.81
H -1.96 -2.29 1.42
H -2.67 -0.65 1.78
H 0.29 -2.08 -0.51
H 0.82 -2.57 1.17
H 1.81 -1.40 0.21
```

The LUMO energy (alpha / beta) is -6.95 / -5.42 eV. As for the energy above the lowest of the compared OMol25 structures with the same formula, charge and spin: 100.4 kcal per mole. As for the charge: +1. As for the spin multiplicity: 1.